[1]
Here is 2 unconnected molecules or ions with the total composition C8H8N2O2S in a non-equilibrium geometry from the Open Molecules 2025 dataset. Energies are from ωB97M-V/def2-TZVPD.

Each atom is followed by the atoms it is bonded to, with distances in Å.
Element x y z (Å)
1 C -2.301 0.188 0.531  C8 1.353, N9 1.182
2 C 2.700 0.162 1.631  C3 1.415, C4 1.416, H14 1.028
3 C 2.487 0.045 0.237  C2 1.415, C5 1.378, H15 1.173
4 C 1.573 0.088 2.486  C2 1.416, C6 1.365, H16 1.068
5 C 1.204 -0.068 -0.253  C3 1.378, C7 1.370, H17 1.049
6 C 0.334 -0.201 1.991  C4 1.365, C7 1.430, H18 1.028
7 C 0.132 -0.272 0.576  C5 1.370, C6 1.430, C8 1.531
8 C -1.246 -0.404 -0.076  C1 1.353, C7 1.531, S13 1.816
9 N -3.248 0.643 1.072  C1 1.182
10 N -1.370 1.112 -2.493  S13 1.669, H20 1.000, H21 1.031
11 O -0.412 -1.203 -2.450  S13 1.441
12 O -2.890 -0.746 -2.026  S13 1.445
13 S -1.486 -0.434 -1.876  C8 1.816, N10 1.669, O11 1.441, O12 1.445
14 H 3.634 0.169 2.061  C2 1.028
15 H 3.269 0.202 -0.623  C3 1.173
16 H 1.796 0.119 3.530  C4 1.068
17 H 1.024 0.095 -1.274  C5 1.049
18 H -0.504 -0.180 2.586  C6 1.028
19 H -1.560 -2.663 -0.646  no bonds
20 H -1.072 1.817 -1.851  N10 1.000
21 H -2.064 1.531 -3.131  N10 1.031

Values from the calculation:
Strongest force on any atom = 5.19 eV Å⁻¹
ΔE to the lowest compared entry with this formula, charge and spin = 127.3 kcal per mole
E_HOMO (alpha / beta) = -10.03 / -9.27 eV
Frontier orbital gap (alpha / beta) = 7.4 / 8.4 eV
2S+1 = 1

=====

[2]
Here is a single C8H8N2O3S molecule in a non-equilibrium geometry from the Open Molecules 2025 dataset. Energies are from ωB97M-V/def2-TZVPD.

Each atom is followed by the atoms it is bonded to, with distances in Å.
Element x y z (Å)
1 C 1.747 -1.288 1.862  C2 1.390, C3 1.359, H15 1.148
2 C 2.659 -0.294 1.529  C1 1.390, C4 1.325, H16 1.069
3 C 0.604 -1.495 1.157  C1 1.359, C5 1.410, H17 1.081
4 C 2.312 0.635 0.651  C2 1.325, C6 1.374, H18 1.094
5 C 0.203 -0.451 0.298  C3 1.410, C6 1.384, N9 1.363
6 C 1.050 0.626 0.108  C4 1.374, C5 1.384, S14 1.936
7 C -1.020 0.859 -1.208  N9 1.391, N10 1.478, S14 1.912, H19 1.326
8 C -2.087 -1.177 -0.643  N9 1.484, H20 1.094, H21 1.080, H22 1.168
9 N -0.850 -0.361 -0.562  C5 1.363, C7 1.391, C8 1.484
10 N -1.945 1.833 -0.592  C7 1.478, O11 1.232, O12 1.239
11 O -2.185 2.822 -1.286  N10 1.232
12 O -2.235 1.669 0.602  N10 1.239
13 O 1.312 1.555 -2.447  S14 1.457
14 S 0.570 1.922 -1.248  C6 1.936, C7 1.912, O13 1.457
15 H 2.148 -2.136 2.523  C1 1.148
16 H 3.595 -0.397 2.036  C2 1.069
17 H 0.014 -2.379 1.354  C3 1.081
18 H 2.870 1.487 0.251  C4 1.094
19 H -1.525 0.747 -2.429  C7 1.326
20 H -2.865 -0.705 -0.037  C8 1.094
21 H -2.489 -1.207 -1.645  C8 1.080
22 H -1.885 -2.267 -0.276  C8 1.168

Values from the calculation:
Strongest force on any atom = 4.48 eV Å⁻¹
ΔE to the lowest compared entry with this formula, charge and spin = 113.9 kcal per mole
E_HOMO = -8.64 eV
Frontier orbital gap = 8.1 eV
2S+1 = 1

=====

[3]
Here is a gas-phase ion, C8H8N3 (charge +1) in a non-equilibrium geometry from the Open Molecules 2025 dataset. Energies are from ωB97M-V/def2-TZVPD.

Each atom is followed by the atoms it is bonded to, with distances in Å.
Element x y z (Å)
1 C 2.500 0.339 1.576  C2 1.340, C3 1.434, H12 1.060
2 C 1.378 1.049 1.397  C1 1.340, C4 1.426, H13 1.160
3 C 2.868 -0.572 0.531  C1 1.434, N9 1.275, H14 1.195
4 C 0.357 0.790 0.436  C2 1.426, C5 1.261, C6 1.534
5 C -0.889 0.876 0.260  C4 1.261, C7 1.418
6 C 0.911 -0.216 -0.582  C4 1.534, N9 1.311, N10 1.341
7 C -1.835 0.504 -0.730  C5 1.418, C8 1.620, N11 1.526, H15 1.080
8 C -3.013 -0.484 -0.222  C7 1.620, H16 1.003, H17 1.130, H18 1.105
9 N 2.053 -0.837 -0.414  C3 1.275, C6 1.311
10 N 0.120 -0.533 -1.616  C6 1.341, N11 1.273, H19 1.050
11 N -1.017 -0.034 -1.900  C7 1.526, N10 1.273
12 H 3.128 0.466 2.421  C1 1.060
13 H 1.176 1.853 2.208  C2 1.160
14 H 3.807 -1.305 0.621  C3 1.195
15 H -2.357 1.305 -1.233  C7 1.080
16 H -3.894 -0.149 -0.564  C8 1.003
17 H -3.086 -0.580 0.902  C8 1.130
18 H -2.856 -1.469 -0.697  C8 1.105
19 H 0.648 -1.002 -2.393  N10 1.050

Values from the calculation:
Strongest force on any atom = 5.89 eV Å⁻¹
Total charge = +1
ΔE to the lowest compared entry with this formula, charge and spin = 128.8 kcal per mole
E_HOMO (alpha / beta) = -12.63 / -13.06 eV
Frontier orbital gap (alpha / beta) = 7.0 / 6.7 eV
2S+1 = 1

=====

[4]
Here is a single C8H8N4 molecule in a non-equilibrium geometry from the Open Molecules 2025 dataset. Energies are from ωB97M-V/def2-TZVPD.

Each atom is followed by the atoms it is bonded to, with distances in Å.
Element x y z (Å)
1 C 3.874 0.422 0.134  N2 1.431, H13 1.104, H14 1.129, H15 1.084
2 N 3.297 -0.859 -0.137  C1 1.431, N3 1.228
3 N 2.095 -1.016 0.053  N2 1.228, N4 1.361
4 N 1.290 0.070 -0.104  N3 1.361, C5 1.380, H16 0.991
5 C -0.085 -0.009 -0.014  N4 1.380, C6 1.408, C12 1.393
6 C -0.683 -1.283 0.049  C5 1.408, C7 1.377, H17 1.081
7 C -2.057 -1.366 0.027  C6 1.377, C8 1.412, H18 1.100
8 C -2.846 -0.195 -0.013  C7 1.412, C9 1.471, C11 1.389
9 C -4.315 -0.267 -0.053  C8 1.471, N10 1.153
10 N -5.463 -0.247 0.054  C9 1.153
11 C -2.232 1.051 -0.013  C8 1.389, C12 1.365, H19 1.048
12 C -0.870 1.141 0.012  C5 1.393, C11 1.365, H20 1.075
13 H 3.561 0.860 1.098  C1 1.104
14 H 3.675 1.086 -0.757  C1 1.129
15 H 4.932 0.191 0.168  C1 1.084
16 H 1.678 0.904 -0.473  N4 0.991
17 H -0.024 -2.135 -0.035  C6 1.081
18 H -2.568 -2.340 -0.015  C7 1.100
19 H -2.862 1.888 0.010  C11 1.048
20 H -0.395 2.105 0.011  C12 1.075

Values from the calculation:
Strongest force on any atom = 2.58 eV Å⁻¹
Structure (SMILES) = C/N=N\Nc1ccc(C#N)cc1
ΔE to the lowest compared entry with this formula, charge and spin = 67.8 kcal per mole
E_HOMO = -8.67 eV
Frontier orbital gap = 8.8 eV
2S+1 = 1